1.
54
Properties=species:S:1:pos:R:3:forces:R:3 method="wB97M-V/def2-TZVPD" total_charge=+1 homo_lumo_gap_ev=8.0794
C -0.881 3.396 2.646 -1.2 0.0 0.3
C -1.611 2.635 1.459 1.2 -0.9 0.0
C -0.673 2.450 0.174 -2.7 1.1 0.4
O -0.039 1.144 0.329 2.0 0.5 -0.5
S 1.621 1.209 0.188 -1.4 0.5 0.0
C 2.044 0.382 -1.432 -1.2 -1.2 -0.7
C 0.631 -0.036 -2.068 0.2 -1.1 0.5
N 0.111 -1.207 -1.911 1.4 2.0 0.0
P 2.359 -0.077 1.770 1.6 -1.5 1.4
C 0.854 -1.139 2.188 -1.2 1.1 0.4
O 2.723 0.963 3.080 -1.9 -0.6 -2.6
H 0.203 3.628 2.441 -1.1 -0.2 0.2
H -1.459 4.348 2.834 1.0 -0.9 -0.1
H -0.986 2.796 3.601 0.3 0.7 -1.1
H -2.603 3.063 1.160 1.1 -0.1 0.3
H -1.826 1.580 1.820 0.1 1.2 -0.6
H -1.380 2.414 -0.714 1.2 -0.2 0.7
H 0.047 3.303 0.038 -0.5 -1.0 0.2
H 2.552 1.067 -2.161 -0.2 -0.3 1.2
H 2.676 -0.528 -1.197 -0.7 1.1 -0.3
H 0.109 0.772 -2.647 0.5 -0.9 0.5
H 0.771 -1.758 -1.332 -0.5 0.0 -0.4
H 0.462 -1.711 1.297 0.6 0.8 0.8
H 1.050 -1.870 3.018 0.4 0.8 -0.8
H 0.039 -0.441 2.563 0.7 -1.0 -0.5
H 2.108 1.718 2.984 0.3 -0.1 0.8
O -5.032 2.406 3.804 0.1 -0.6 -0.2
C -5.574 1.588 3.103 -0.1 0.7 0.0
O -5.064 0.348 2.995 0.4 -0.2 0.4
C -5.731 -0.740 2.340 -0.1 0.0 -0.3
C -5.468 -0.721 0.847 0.1 0.1 -0.1
C -6.768 1.964 2.269 -0.6 -0.2 0.2
H -6.796 -0.746 2.576 0.0 0.1 0.0
H -5.314 -1.653 2.768 0.1 0.2 0.1
H -5.854 0.185 0.379 -0.1 -0.1 0.0
H -5.928 -1.586 0.366 0.0 0.0 0.0
H -4.392 -0.746 0.652 -0.1 -0.1 0.1
H -6.426 2.439 1.349 0.0 0.0 0.0
H -7.373 2.671 2.836 0.2 0.1 -0.1
H -7.420 1.127 2.028 0.1 0.0 -0.2
O 5.824 0.260 -3.316 -0.4 -0.5 -0.2
C 5.763 -0.946 -3.365 0.1 0.3 0.4
O 5.098 -1.547 -4.365 0.0 0.3 -0.4
C 5.123 -2.960 -4.614 -0.1 -0.3 0.1
C 4.092 -3.680 -3.768 -0.1 0.1 0.1
C 6.347 -1.789 -2.265 0.6 -0.3 -0.1
H 6.128 -3.363 -4.482 0.0 0.1 0.1
H 4.875 -3.086 -5.669 0.0 0.3 0.1
H 4.292 -3.566 -2.701 0.1 -0.1 0.0
H 4.076 -4.745 -4.008 0.0 0.0 0.0
H 3.097 -3.268 -3.952 0.1 -0.1 -0.1
H 5.635 -1.846 -1.441 0.0 0.0 0.0
H 7.263 -1.311 -1.916 -0.2 0.1 0.1
H 6.626 -2.793 -2.578 -0.2 -0.1 0.1

---

2.
24
Properties=species:S:1:pos:R:3:forces:R:3 method="wB97M-V/def2-TZVPD" total_charge=0 homo_lumo_gap_ev="7.4863 / 7.7079" relative_energy_ev=0.000 spin_multiplicity=3
C 1.432 -1.287 1.049 0.5 1.6 -1.8
C -0.303 2.050 0.047 -1.3 -0.5 0.5
C 0.433 1.091 1.035 -3.1 0.0 -1.3
C -1.557 1.512 -0.683 -1.5 -1.0 -1.0
C 1.260 0.054 0.358 0.1 -1.6 3.2
C 2.683 -2.075 0.522 -1.3 2.6 0.7
C -2.309 -0.975 -0.273 -0.1 -0.6 -1.9
N -1.505 0.016 -1.023 -0.6 1.4 1.0
N -0.394 -0.459 -1.463 0.2 -1.4 -0.4
O 0.606 -1.693 1.850 0.6 -0.2 -0.1
I 0.434 0.452 -3.100 0.3 0.5 -0.8
H -0.764 2.919 0.509 0.6 0.3 0.6
H 0.252 2.410 -0.772 1.5 0.4 -0.5
H 0.943 1.651 1.778 1.0 0.6 0.5
H -0.457 0.688 1.614 1.3 -0.4 -0.4
H -2.574 1.653 -0.092 2.1 0.0 -1.5
H -1.473 2.039 -1.729 -1.1 -0.8 1.9
H 1.945 0.277 -0.419 0.3 0.4 -0.6
H 3.536 -1.992 1.152 0.4 -0.4 1.1
H 3.050 -1.639 -0.380 -0.2 0.4 -0.9
H 2.334 -3.018 0.327 -0.3 -2.7 -0.2
H -3.297 -0.586 -0.139 -0.7 0.2 -0.3
H -2.339 -1.958 -0.867 0.1 1.6 0.9
H -1.935 -1.129 0.700 0.9 -0.4 1.2

---

3.
56
Properties=species:S:1:pos:R:3:forces:R:3 method="wB97M-V/def2-TZVPD" total_charge=+1 homo_lumo_gap_ev=5.7121
C -0.815 1.178 -4.666 -0.1 0.2 0.0
C -0.987 0.770 -3.309 0.6 0.0 0.7
N -0.022 1.177 -2.388 -1.0 -0.2 0.9
C 0.777 2.203 -2.685 0.1 0.9 -1.3
C 0.781 2.803 -3.958 0.6 -0.2 2.0
C -0.005 2.241 -4.962 -0.4 -0.4 -0.2
C -2.126 0.083 -2.890 1.0 -2.1 -0.3
P -2.352 -0.448 -1.174 -0.8 0.6 -2.1
Sn -0.265 0.372 0.108 -1.2 0.3 0.5
P 1.913 1.698 -0.117 0.1 0.3 -0.6
C 1.618 2.821 -1.569 0.0 -0.1 0.6
O -0.316 -3.126 -3.921 0.4 0.6 -0.2
O -0.115 -3.839 -0.861 2.3 -0.6 0.8
H -1.440 0.685 -5.397 0.0 0.2 -0.2
H 1.386 3.686 -4.091 0.0 0.0 -0.2
H 0.002 2.682 -5.953 0.1 -0.2 0.0
C -3.787 0.693 -0.984 0.3 0.1 1.2
C -3.022 -2.117 -0.783 0.3 -0.1 -0.1
H 2.615 3.116 -1.949 -0.5 0.0 0.2
H 1.102 3.710 -1.146 0.3 -0.3 -0.4
H -1.025 -2.467 -3.941 0.0 -0.1 0.1
H -2.733 -0.366 -3.706 0.2 0.3 0.9
C 2.232 2.690 1.366 0.0 -0.1 0.0
C 3.430 0.809 -0.538 -0.2 -0.3 0.2
H 0.808 -1.458 -0.478 -0.3 -1.1 -0.3
H 0.798 -4.209 -0.659 -1.8 0.2 0.4
H 0.142 -3.449 -1.690 -0.6 0.4 -1.4
H 0.335 -2.761 -4.547 -0.3 -0.3 0.3
H -1.174 1.554 0.996 0.3 -0.1 -0.2
H 1.328 -0.954 -0.380 1.0 0.0 -0.2
H -4.602 0.264 -1.590 0.3 0.1 0.3
H -4.069 0.797 0.070 -0.4 0.1 -0.2
H -3.500 1.661 -1.425 -0.1 -0.5 0.3
H -3.721 -2.418 -1.578 0.2 0.2 0.2
H -2.227 -2.876 -0.686 -0.3 0.4 -0.1
H -3.572 -2.059 0.172 0.2 0.1 -0.4
H 4.279 1.503 -0.436 -0.3 -0.3 -0.1
H 3.522 -0.021 0.175 0.2 0.2 -0.2
H 3.367 0.433 -1.570 0.0 0.1 0.3
H 3.165 3.254 1.224 -0.3 -0.1 0.1
H 1.389 3.372 1.544 0.3 -0.2 0.0
H 2.328 1.996 2.214 0.0 0.2 -0.2
Br -0.713 1.512 3.845 0.0 -0.3 0.3
C -0.188 -0.091 4.742 0.0 -0.8 0.2
C -0.455 -0.235 6.108 0.3 0.2 -0.4
C 0.013 -1.362 6.790 -0.3 0.2 -0.1
C 0.727 -2.341 6.107 0.2 0.1 -0.4
C 0.975 -2.211 4.729 -0.8 0.4 0.8
C 0.466 -1.113 4.032 0.3 -0.1 0.2
C 0.736 -0.988 2.548 0.3 1.1 0.1
O 1.786 -0.421 2.188 -0.9 -0.3 -0.3
O -0.217 -1.359 1.745 0.2 1.8 -0.9
H -1.000 0.552 6.623 0.1 -0.2 0.0
H -0.208 -1.452 7.860 0.2 0.0 -0.5
H 1.111 -3.204 6.645 -0.1 0.1 -0.1
H 1.525 -2.967 4.197 0.1 -0.2 -0.1

---

4.
86
Properties=species:S:1:pos:R:3:forces:R:3 method="wB97M-V/def2-TZVPD" total_charge=-1 homo_lumo_gap_ev=6.9495 relative_energy_ev=14.141
Zr -0.610 -0.259 -0.482 -0.1 -0.2 -0.1
C -0.392 3.599 -2.167 0.0 0.0 0.0
C 1.004 3.055 -2.195 0.0 0.0 0.0
N 1.862 3.542 -3.074 0.0 0.0 0.0
C 3.111 3.056 -3.084 0.0 0.0 0.0
C 3.574 2.106 -2.199 0.0 0.0 0.0
C 5.001 1.645 -2.296 0.0 0.0 0.0
O 5.809 2.086 -1.199 0.0 0.0 0.0
C 2.681 1.588 -1.242 0.0 0.0 0.0
C 3.146 0.610 -0.253 0.0 0.0 0.0
N 2.344 0.028 0.539 0.0 0.0 0.0
C 2.813 -0.902 1.474 0.0 0.0 0.0
C 3.881 -1.764 1.235 0.0 0.0 0.0
C 4.279 -2.676 2.198 0.0 0.0 0.0
C 3.608 -2.749 3.410 0.0 0.0 0.0
C 2.520 -1.921 3.649 0.0 0.0 0.0
C 2.121 -1.016 2.682 0.0 0.0 0.0
I 0.403 0.135 2.964 0.0 0.0 0.0
C 1.352 2.028 -1.274 0.0 0.0 0.0
O 0.404 1.531 -0.514 0.0 0.1 -0.1
H -0.473 4.418 -2.878 0.0 0.0 0.0
H -0.647 3.943 -1.162 0.0 0.0 0.0
H -1.118 2.820 -2.406 0.0 0.0 0.0
H 3.777 3.456 -3.844 0.0 0.0 0.0
H 5.424 2.003 -3.240 0.0 0.0 0.0
H 5.059 0.556 -2.299 0.0 0.0 0.0
H 5.546 2.989 -0.997 0.0 0.0 0.0
H 4.224 0.436 -0.208 0.0 0.0 0.0
H 4.356 -1.744 0.263 0.0 0.0 0.0
H 5.101 -3.349 1.990 0.0 0.0 0.0
H 3.909 -3.469 4.161 0.0 0.0 0.0
H 1.968 -1.996 4.577 0.0 0.0 0.0
C -4.944 3.222 2.399 0.0 0.0 0.0
C -4.740 3.283 0.890 0.0 0.0 0.0
N -4.939 1.996 0.247 0.0 0.1 0.0
C -6.277 1.706 -0.241 0.0 0.0 0.0
C -6.487 2.168 -1.677 0.0 0.0 0.0
C -3.923 1.126 -0.018 -0.1 0.0 -0.1
S -2.342 1.516 0.615 0.1 0.1 0.0
N -4.215 0.084 -0.757 0.1 -0.1 0.2
C -3.192 -0.760 -1.088 -0.7 0.5 -0.3
O -1.930 -1.700 1.138 -0.5 -0.1 0.3
C -3.748 -3.405 0.565 -0.1 0.0 0.0
C -3.448 -4.001 1.774 0.0 0.0 0.0
C -4.266 -5.038 2.202 0.0 0.0 0.0
C -5.355 -5.439 1.437 0.0 0.0 0.0
C -5.640 -4.808 0.234 0.0 0.0 0.0
C -4.825 -3.774 -0.212 0.0 0.0 0.0
H -4.830 4.213 2.844 0.0 0.0 0.0
H -4.205 2.554 2.841 0.0 0.0 0.0
H -5.941 2.849 2.643 0.0 0.0 0.0
H -3.738 3.640 0.663 0.0 0.0 0.0
H -5.448 3.986 0.440 0.0 0.0 0.0
H -6.983 2.204 0.430 0.0 0.0 0.0
H -6.446 0.633 -0.169 0.0 0.0 0.0
H -6.316 3.242 -1.772 0.0 0.0 0.0
H -7.507 1.956 -2.007 0.0 0.0 0.0
H -5.791 1.645 -2.331 0.0 0.0 0.0
H -2.600 -3.660 2.351 0.0 0.0 0.0
H -4.049 -5.532 3.141 0.0 0.0 0.0
H -5.988 -6.246 1.784 0.0 0.0 0.0
H -6.492 -5.114 -0.359 0.0 0.0 0.0
H -5.024 -3.257 -1.144 0.0 0.0 0.0
O 2.842 -1.371 -2.806 0.0 0.0 0.0
C 1.782 -0.949 -3.207 0.1 0.1 0.0
C 1.455 -0.684 -4.686 0.0 0.0 0.0
C 0.094 0.011 -4.661 0.0 0.0 0.0
C -0.249 -0.038 -3.195 0.1 0.0 0.0
O -1.277 0.390 -2.634 0.0 0.1 -0.2
N 0.699 -0.585 -2.438 0.0 -0.1 0.0
H 1.438 -1.641 -5.207 0.0 0.0 0.0
H 2.252 -0.081 -5.119 0.0 0.0 0.0
H -0.683 -0.485 -5.242 0.0 0.0 0.0
H 0.136 1.056 -4.975 0.0 0.0 0.0
Cl 2.062 -4.429 -0.507 0.0 0.0 0.0
C 0.579 -3.919 -1.254 0.2 0.0 0.1
C 0.137 -4.518 -2.378 -0.1 0.0 0.0
C -1.105 -4.137 -2.986 0.0 0.0 0.1
C -1.914 -3.246 -2.357 0.0 -0.1 0.0
C -1.464 -2.610 -1.174 0.3 0.0 -0.2
Cl -2.744 -1.973 -0.131 1.2 -0.1 0.3
C -0.096 -2.770 -0.628 -0.2 -0.3 -0.1
N 0.462 -1.915 0.146 -0.2 0.0 0.1
H 0.736 -5.304 -2.820 0.0 0.0 0.0
H -1.408 -4.591 -3.920 0.0 0.0 0.0
H -2.887 -2.981 -2.750 0.0 0.0 0.0